(1)
C16H38N2 | ωB97M-V with the def2-TZVPD basis set

Structure (XYZ):
```
56
Properties=species:S:1:pos:R:3:forces:R:3
C -6.762 1.538 -0.726 -0.006 0.814 -0.472
N -6.689 0.243 -0.026 -0.010 -0.006 0.096
C -6.943 -0.847 -0.987 -0.120 -0.681 -0.637
H -6.242 -0.797 -1.816 0.025 0.097 0.096
H -6.844 -1.813 -0.496 0.029 0.084 0.119
H -7.952 -0.762 -1.386 0.006 0.125 0.097
C -7.734 0.207 1.017 -0.691 -0.021 0.675
H -7.576 1.007 1.739 0.136 0.023 -0.101
H -8.717 0.335 0.568 0.093 0.007 -0.128
H -7.714 -0.746 1.542 0.133 -0.020 -0.106
C -5.362 0.069 0.641 0.951 -0.093 0.176
C -4.134 0.064 -0.267 -0.074 -0.012 0.196
H -4.190 -0.746 -0.994 -0.040 0.012 -0.085
H -4.040 1.008 -0.806 -0.042 0.012 -0.088
C -2.871 -0.138 0.577 -0.035 0.036 -0.328
H -2.776 0.677 1.297 -0.014 0.011 0.109
C -1.612 -0.195 -0.289 -0.008 -0.034 0.407
H -1.716 -0.996 -1.024 -0.012 -0.005 -0.100
H -1.500 0.744 -0.834 -0.011 0.026 -0.103
C -0.361 -0.450 0.552 -0.007 0.059 -0.426
C 0.892 -0.595 -0.311 0.009 -0.009 0.409
C 2.116 -0.958 0.531 0.009 -0.119 -0.324
C 3.353 -1.285 -0.312 -0.081 0.132 0.067
H 3.039 -1.908 -1.151 0.055 -0.091 -0.002
H 4.043 -1.879 0.287 0.087 -0.079 -0.036
C 4.068 -0.046 -0.866 0.056 -0.249 0.114
C 4.936 0.680 0.172 -0.965 0.149 -0.124
H 4.615 0.378 1.171 0.196 0.054 0.031
H 4.793 1.759 0.086 0.205 -0.046 0.088
N 6.412 0.441 0.086 -0.037 0.037 0.070
C 7.054 1.117 1.231 0.429 0.440 0.751
H 6.691 0.703 2.170 -0.096 -0.089 -0.119
H 6.837 2.184 1.213 -0.090 -0.053 -0.139
H 8.133 0.983 1.188 -0.043 -0.076 -0.130
C 6.727 -0.997 0.152 0.177 -0.916 0.035
H 6.342 -1.422 1.077 -0.055 0.129 0.012
H 6.288 -1.527 -0.690 -0.046 0.129 -0.023
H 7.805 -1.143 0.127 -0.011 0.161 -0.015
C 6.962 1.010 -1.159 0.313 0.350 -0.844
H 6.749 2.076 -1.211 -0.066 -0.030 0.144
H 8.041 0.870 -1.187 -0.035 -0.070 0.141
H 6.532 0.526 -2.032 -0.050 -0.065 0.126
H 4.659 -0.332 -1.736 0.024 0.090 -0.095
H 3.313 0.651 -1.227 0.093 0.094 -0.067
H 2.333 -0.145 1.227 0.004 0.027 0.162
H 1.869 -1.839 1.127 0.005 0.034 0.104
H 1.065 0.337 -0.853 -0.012 0.035 -0.128
H 0.724 -1.382 -1.049 0.015 -0.013 -0.097
H -0.502 -1.366 1.129 0.006 -0.025 0.096
H -0.225 0.370 1.260 -0.002 0.004 0.111
H -2.956 -1.069 1.140 -0.014 -0.029 0.101
H -5.393 -0.876 1.189 -0.190 0.066 -0.024
H -5.254 0.876 1.370 -0.200 -0.029 -0.031
H -6.540 2.351 -0.036 0.014 -0.111 0.098
H -7.762 1.687 -1.129 -0.014 -0.142 0.067
H -6.052 1.569 -1.549 0.008 -0.120 0.071
```
Forces are in eV/Å.

## Properties
- E_HOMO: -15.7 eV
- Kohn-Sham gap: 0.435 Eh
- Energy relative to the best compared isomer or geometry (same formula, charge and spin): 0.0 kcal/mol
- Charge: +2


(2)
C16H39N5O6 | ωB97M-V with the def2-TZVPD basis set

Structure (XYZ):
```
66
Properties=species:S:1:pos:R:3:forces:R:3
N -1.602 2.273 5.551 -9.108 2.505 -7.015
C -2.629 2.537 4.788 4.188 -1.867 4.604
O -3.965 2.716 4.133 3.615 -1.392 2.491
C -4.888 1.761 4.766 0.151 -1.507 2.679
C -6.089 2.521 5.583 0.543 1.712 0.576
N -6.791 3.622 4.789 0.555 -0.017 0.843
O -5.337 0.769 3.775 -1.146 -0.946 2.807
C -5.975 -0.342 4.525 2.773 -3.983 3.340
O -5.336 -1.220 5.307 -3.782 6.262 -5.268
H -4.251 1.160 5.571 -1.512 1.271 -1.651
H -6.913 1.815 6.028 1.854 0.979 -1.097
H -5.571 3.080 6.500 -0.685 -1.717 -1.693
H -6.078 4.236 4.313 -1.023 -0.843 0.932
H -7.333 4.211 5.491 1.107 -0.945 -1.377
H -7.146 -0.452 4.407 2.483 0.491 -0.189
C -3.062 2.606 -1.456 -0.051 0.202 -0.252
C -2.977 2.783 0.059 0.028 -0.510 -0.096
C -1.677 2.214 0.675 -0.228 0.036 0.271
O -1.657 0.788 0.792 0.290 0.499 -0.210
C -1.308 0.108 -0.404 -0.192 -0.282 0.236
N -4.171 2.189 0.677 0.272 -0.091 0.252
H -3.316 1.583 -1.747 0.057 0.088 0.129
H -3.841 3.255 -1.871 0.101 -0.130 0.133
H -2.116 2.874 -1.937 -0.074 -0.048 0.036
H -2.988 3.861 0.258 0.066 -0.110 0.112
H -1.596 2.593 1.700 -0.021 -0.160 -0.049
H -0.788 2.572 0.143 -0.019 -0.088 -0.131
H -0.574 0.660 -0.996 -0.044 0.053 -0.028
H -2.204 -0.093 -0.994 0.099 0.027 -0.225
H -0.874 -0.859 -0.130 -0.019 0.142 0.054
H -4.160 2.398 1.675 -0.102 0.013 -0.196
H -4.057 1.171 0.642 -0.098 0.308 -0.053
C 4.154 0.730 1.601 0.210 0.016 0.250
C 2.825 0.019 1.360 0.099 0.284 -0.409
C 2.829 -0.890 0.109 -0.285 0.032 0.112
O 2.732 -0.184 -1.132 0.300 -0.318 0.341
C 3.962 0.350 -1.599 -0.321 0.176 -0.222
N 1.752 1.023 1.293 -0.117 -0.254 -0.312
H 4.308 1.578 0.928 -0.092 -0.131 0.016
H 4.193 1.127 2.622 -0.081 -0.060 -0.194
H 4.996 0.041 1.482 -0.065 0.069 -0.011
H 2.640 -0.622 2.230 -0.082 -0.016 -0.158
H 1.938 -1.528 0.153 0.014 0.139 -0.091
H 3.692 -1.566 0.104 0.110 0.120 -0.050
H 4.813 -0.290 -1.350 -0.017 0.002 0.096
H 4.108 1.355 -1.199 0.245 -0.014 0.033
H 3.902 0.437 -2.688 -0.078 -0.093 0.110
H 0.856 0.539 1.233 0.029 0.154 0.212
H 1.833 1.494 0.387 0.065 -0.069 0.305
C 3.043 -2.726 -3.575 -0.118 0.233 0.197
C 4.481 -2.912 -4.054 -0.291 -0.437 -0.097
C 4.586 -3.404 -5.516 0.311 -0.126 0.127
O 4.296 -4.794 -5.692 -0.140 0.627 -0.116
C 2.911 -5.099 -5.759 0.227 -0.404 0.047
N 5.178 -3.817 -3.129 0.169 -0.124 -0.308
H 2.550 -3.673 -3.342 0.131 0.044 -0.099
H 3.022 -2.124 -2.659 0.012 -0.124 -0.181
H 2.442 -2.204 -4.328 0.037 -0.055 0.064
H 4.966 -1.930 -4.004 0.067 -0.110 -0.093
H 5.626 -3.279 -5.840 -0.075 -0.148 0.046
H 3.977 -2.793 -6.193 -0.157 -0.053 0.071
H 2.337 -4.312 -6.254 0.023 0.063 0.081
H 2.522 -5.288 -4.757 -0.230 0.113 -0.035
H 2.796 -6.024 -6.334 0.118 0.145 0.023
H 6.163 -3.859 -3.393 -0.130 0.064 0.142
H 4.838 -4.765 -3.317 0.031 0.304 0.135
```
Forces are in eV/Å.

## Properties
- E_HOMO: -9.1 eV
- Kohn-Sham gap: 0.320 Eh


(3)
C16H3F9N7O4S5V | ωB97M-V with the def2-TZVPD basis set

Structure (XYZ):
```
45
Properties=species:S:1:pos:R:3:forces:R:3
V 0.354 -0.632 0.666 0.546 0.755 -0.045
F -3.704 1.071 -1.145 0.060 0.029 -0.008
C -4.171 0.001 -0.499 -0.045 -0.013 0.051
F -4.678 0.407 0.667 -0.009 -0.012 -0.023
F -5.154 -0.528 -1.229 -0.024 -0.013 0.006
S -2.852 -1.248 -0.191 0.342 0.055 -0.127
O -1.855 -0.465 0.524 -0.329 -0.110 0.059
O -3.525 -2.305 0.476 -0.079 -0.027 0.085
N -2.433 -1.639 -1.655 -0.004 0.090 0.022
S -1.022 -1.414 -2.297 -0.023 -0.071 0.147
O -0.119 -0.603 -1.490 -0.166 0.010 -0.377
O -0.505 -2.581 -2.925 0.002 -0.003 -0.026
C -1.426 -0.322 -3.730 -0.001 -0.012 -0.049
F -0.312 -0.030 -4.397 0.009 -0.017 0.006
F -2.000 0.825 -3.355 0.001 0.036 0.091
F -2.267 -0.950 -4.556 0.035 0.003 0.024
S 0.012 -1.595 2.793 -0.119 -0.211 0.463
C -0.186 -3.129 2.057 -0.066 -0.152 -0.329
S 0.177 -3.045 0.367 0.040 -0.250 0.090
C -0.573 -4.283 2.707 -0.020 0.010 0.129
C -0.707 -5.529 2.030 0.016 0.048 0.019
N -0.821 -6.557 1.519 -0.004 -0.020 -0.009
C -0.857 -4.276 4.104 -0.004 -0.004 -0.066
N -1.092 -4.288 5.233 0.005 -0.011 0.020
F 1.226 3.971 3.643 0.020 0.005 -0.022
C 1.660 4.242 2.398 0.005 -0.083 0.005
F 2.964 3.931 2.357 -0.020 -0.010 0.018
F 1.589 5.590 2.263 -0.017 0.066 -0.020
C 0.858 3.542 1.342 0.081 -0.045 0.072
C 0.152 4.268 0.412 -0.066 0.059 -0.091
C -0.608 3.618 -0.558 0.070 -0.006 0.091
C -0.610 2.239 -0.546 0.041 -0.085 0.000
N 0.074 1.524 0.341 0.031 0.146 -0.186
C 0.807 2.126 1.303 -0.130 0.012 -0.012
S 1.518 0.993 2.347 0.065 -0.067 0.012
H 0.191 5.348 0.441 -0.003 -0.006 0.000
H -1.174 4.165 -1.298 -0.006 0.001 -0.003
H -1.173 1.668 -1.265 -0.062 -0.025 -0.084
N 2.317 -0.661 -0.110 -0.092 -0.180 0.027
C 3.351 -0.667 -0.628 -0.043 0.103 0.020
C 4.597 -0.609 -1.250 -0.047 0.020 0.027
C 5.189 0.653 -1.488 0.008 -0.009 0.003
N 5.681 1.678 -1.696 0.007 0.011 -0.004
C 5.266 -1.782 -1.666 -0.006 -0.014 -0.005
N 5.839 -2.722 -2.016 0.003 -0.003 0.001
```
Forces are in eV/Å.

## Properties
- 2S+1: 3
- E_HOMO (alpha / beta): -3.1 / -3.4 eV
- Kohn-Sham gap (alpha / beta): 0.263 / 0.273 Eh
- <S²>: 2.0402
- Charge: -2


The records above yield electronic energy values of -20175.1575 -36952.2557 -139587.6302 eV, respectively.
The records above yield max |F| values of 1.0 11.8 0.9 eV/A, respectively.